Record 1
C6H8CuLiO6 | wB97M-V/def2-TZVPD

Each line ends with the Löwdin charge.
CARTESIAN COORDINATES (ANGSTROEM)
O: 2.131 -1.273 0.616  -0.423
C: -1.714 -0.306 1.217  -0.361
C: 1.240 -2.314 0.389  -0.364
O: -2.687 -0.456 1.902  0.173
O: -0.703 -1.211 1.261  -0.040
C: -0.152 -1.799 0.059  -0.144
Cu: 4.287 -1.296 0.064  0.725
H: 1.168 -2.979 1.272  0.121
H: 1.545 -2.952 -0.465  0.113
H: -0.820 -2.614 -0.253  0.143
H: -0.088 -1.041 -0.729  0.119
O: -2.151 2.058 0.744  -0.041
C: -1.445 1.029 0.448  -0.685
C: 0.136 2.334 -0.477  -0.098
O: -0.030 1.340 0.669  -0.172
O: -1.468 0.743 -0.979  -0.073
C: -0.547 1.597 -1.636  -0.171
Li: 1.188 0.098 1.384  0.718
H: 1.226 2.385 -0.603  0.104
H: -0.206 3.369 -0.342  0.121
H: 0.160 0.997 -2.229  0.111
H: -1.071 2.290 -2.311  0.124

Summary:
HOMO-LUMO gap	4.00	eV
E_tot	-2332.7842	a.u.
charge	0
maximum force	3.6	eV Å⁻¹
highest occupied orbital energy	-7.16	eV

Record 2
C41H47AsO2RhS2Sb2 | wB97M-V/def2-TZVPD

Each line ends with the Löwdin charge.
CARTESIAN COORDINATES (ANGSTROEM)
Rh: -0.027 -0.517 -0.823  0.425
C: -2.877 -1.089 1.884  -0.373
C: -3.488 -1.881 0.714  -0.385
C: -3.984 -1.068 -0.489  -0.369
Sb: -2.695 0.232 -1.689  1.527
C: -4.119 0.860 -3.155  -0.361
C: -3.813 1.920 -4.004  -0.159
C: -4.733 2.337 -4.955  -0.079
C: -5.961 1.700 -5.067  -0.090
C: -6.271 0.645 -4.223  -0.089
C: -5.351 0.226 -3.269  -0.128
C: -3.064 2.013 -0.523  -0.326
C: -4.398 2.310 -0.241  -0.141
C: -4.734 3.435 0.496  -0.090
C: -3.736 4.284 0.955  -0.090
C: -2.411 4.003 0.670  -0.078
C: -2.074 2.872 -0.066  -0.114
Sb: -0.705 -1.346 2.056  1.473
C: -0.727 -2.109 4.074  -0.367
C: -0.035 -1.490 5.109  -0.124
C: -0.077 -2.018 6.394  -0.083
C: -0.810 -3.169 6.649  -0.094
C: -1.498 -3.795 5.619  -0.092
C: -1.454 -3.267 4.335  -0.140
C: -0.443 0.975 2.896  -0.193
C: 0.519 1.958 2.605  -0.135
C: 0.471 3.213 3.200  -0.104
C: -0.529 3.541 4.104  -0.117
C: -1.491 2.596 4.408  -0.104
C: -1.436 1.342 3.808  -0.148
H: -3.197 -1.572 2.814  0.035
H: -3.246 -0.064 1.937  0.052
H: -4.393 -2.365 1.094  0.098
H: -2.814 -2.688 0.399  0.071
H: -4.802 -0.433 -0.140  0.047
H: -4.395 -1.783 -1.208  0.043
H: -2.861 2.426 -3.925  0.063
H: -4.489 3.163 -5.612  0.104
H: -6.676 2.027 -5.811  0.101
H: -7.228 0.147 -4.305  0.101
H: -5.609 -0.601 -2.618  0.082
H: -5.192 1.663 -0.600  0.085
H: -5.773 3.651 0.708  0.100
H: -3.994 5.165 1.530  0.100
H: -1.629 4.664 1.021  0.102
H: -1.036 2.671 -0.280  0.056
H: 0.538 -0.589 4.919  0.098
H: 0.460 -1.529 7.197  0.102
H: -0.845 -3.579 7.651  0.100
H: -2.069 -4.694 5.815  0.101
H: -1.995 -3.764 3.535  0.098
H: 1.321 1.773 1.912  0.067
H: 1.229 3.947 2.950  0.096
H: -0.558 4.523 4.561  0.095
H: -2.283 2.829 5.110  0.096
H: -2.205 0.618 4.067  0.086
C: 2.138 -1.130 -4.166  -0.313
As: 2.371 -0.517 -2.330  1.147
C: 3.486 -2.090 -1.857  -0.315
C: 3.723 0.896 -2.675  -0.308
C: 4.873 0.516 -3.560  -0.315
C: 4.956 1.017 -4.856  -0.052
C: 6.018 0.680 -5.683  -0.082
C: 7.022 -0.158 -5.223  -0.095
C: 6.959 -0.652 -3.927  -0.083
C: 5.896 -0.315 -3.104  -0.073
H: 3.106 -1.394 -4.590  0.028
H: 1.677 -0.350 -4.764  -0.025
H: 1.488 -2.005 -4.164  0.035
H: 4.177 -2.320 -2.666  0.022
H: 2.810 -2.938 -1.733  0.030
H: 4.045 -1.958 -0.937  -0.023
H: 4.089 1.285 -1.723  0.073
H: 3.142 1.692 -3.143  0.074
H: 4.178 1.673 -5.229  0.114
H: 6.062 1.075 -6.690  0.103
H: 7.852 -0.419 -5.866  0.100
H: 7.745 -1.298 -3.556  0.102
H: 5.872 -0.695 -2.090  0.101
O: 0.877 -0.274 1.553  -0.898
S: 1.854 -1.377 0.858  0.879
C: 3.569 -0.841 1.271  -0.295
C: 4.267 -1.979 1.996  -0.230
C: 3.219 -2.610 2.891  -0.225
C: 2.020 -2.863 1.999  -0.318
H: 3.481 0.042 1.906  0.107
H: 4.074 -0.563 0.351  0.058
H: 5.125 -1.612 2.559  0.123
H: 4.631 -2.715 1.275  0.114
H: 2.943 -1.926 3.698  0.121
H: 3.578 -3.535 3.344  0.124
H: 1.121 -3.024 2.575  0.010
H: 2.175 -3.717 1.337  0.102
O: 0.299 1.224 -0.292  -0.396
S: -0.768 0.685 -4.245  0.494
C: -0.462 0.174 -2.743  -1.047

Summary:
spin multiplicity	6
HOMO-LUMO gap (alpha / beta)	5.62 / 6.40	eV
E_tot	-5363.6823	a.u.
⟨S²⟩	8.80
charge	0
maximum force	6.0	eV Å⁻¹
highest occupied orbital energy (alpha / beta)	-5.48 / -7.03	eV

Record 3
C34H59BrN7O6P2 | wB97M-V/def2-TZVPD

Each line ends with the Löwdin charge.
CARTESIAN COORDINATES (ANGSTROEM)
O: 3.235 -3.860 1.194  0.041
C: 3.164 -2.793 0.633  -0.447
C: 2.282 -2.675 -0.601  -0.194
C: 0.925 -3.421 -0.487  -0.376
P: -0.300 -2.537 0.689  0.265
Br: -0.014 -4.319 2.287  0.140
C: -0.563 -1.165 -0.616  -0.374
O: -1.739 -0.331 -0.412  -0.322
O: -1.325 1.021 -0.615  -0.067
P: -1.676 -1.414 2.155  0.409
O: -3.117 -1.514 1.862  -0.357
O: -1.501 -2.056 3.682  -0.293
O: -1.128 0.158 2.359  -0.216
N: 3.922 -1.711 1.190  0.114
C: 3.727 -0.419 0.589  -0.277
C: 4.595 0.082 -0.375  -0.050
C: 4.295 1.332 -0.931  -0.103
C: 3.174 2.043 -0.530  -0.107
C: 2.295 1.544 0.443  -0.083
C: 2.600 0.301 0.991  -0.042
H: 2.039 -1.653 -0.898  0.064
H: 2.864 -3.096 -1.427  0.091
H: 0.489 -3.373 -1.500  0.059
H: 1.093 -4.466 -0.223  0.032
H: 0.792 -1.764 1.246  -0.031
H: -1.419 -3.252 0.137  -0.009
H: 0.300 -0.493 -0.718  0.075
H: -0.665 -1.635 -1.599  0.034
H: -0.764 1.259 0.141  0.053
H: -0.700 -1.677 4.069  0.030
H: -0.702 0.238 3.220  0.042
H: 4.897 -1.989 1.190  0.071
H: 5.470 -0.484 -0.682  0.108
H: 4.957 1.707 -1.709  0.094
H: 2.929 3.001 -0.977  0.064
H: 1.403 2.074 0.749  0.064
H: 1.917 -0.122 1.723  0.093
C: -5.970 -1.328 -3.594  -0.118
C: -4.838 -1.626 -4.569  -0.264
C: -3.818 -2.616 -3.997  -0.184
C: -3.203 -2.084 -2.773  -0.141
N: -2.730 -1.670 -1.809  0.218
H: -5.597 -0.854 -2.685  0.077
H: -6.692 -0.646 -4.045  0.070
H: -6.497 -2.237 -3.315  0.029
H: -4.338 -0.692 -4.834  0.107
H: -5.254 -2.040 -5.491  0.103
H: -3.032 -2.814 -4.728  0.101
H: -4.303 -3.564 -3.757  0.116
C: 2.765 7.490 1.568  -0.137
C: 3.643 6.877 0.484  -0.253
C: 2.813 6.277 -0.655  -0.174
C: 1.937 5.222 -0.137  -0.209
N: 1.242 4.404 0.274  0.190
H: 2.135 6.739 2.035  0.043
H: 3.377 7.935 2.353  0.078
H: 2.126 8.269 1.157  0.059
H: 4.278 6.106 0.927  0.112
H: 4.310 7.640 0.076  0.106
H: 3.464 5.853 -1.421  0.116
H: 2.196 7.045 -1.125  0.121
C: -2.232 6.735 4.743  -0.114
C: -2.166 6.291 3.286  -0.258
C: -0.731 6.190 2.756  -0.183
C: -0.059 7.494 2.828  -0.239
N: 0.467 8.516 2.878  0.155
H: -1.816 7.735 4.876  0.067
H: -3.266 6.764 5.085  0.070
H: -1.682 6.046 5.387  0.076
H: -2.734 6.994 2.673  0.111
H: -2.647 5.317 3.185  0.113
H: -0.733 5.855 1.718  0.104
H: -0.158 5.467 3.340  0.125
C: 0.192 -1.550 -4.887  -0.108
C: 1.385 -1.755 -5.818  -0.263
C: 2.499 -2.590 -5.176  -0.180
C: 3.005 -1.923 -3.973  -0.197
N: 3.377 -1.409 -3.014  0.199
H: 0.472 -0.997 -3.989  0.072
H: -0.589 -0.978 -5.389  0.072
H: -0.234 -2.507 -4.578  0.073
H: 1.779 -0.781 -6.114  0.109
H: 1.048 -2.255 -6.729  0.103
H: 3.325 -2.726 -5.876  0.113
H: 2.124 -3.577 -4.901  0.122
C: -8.590 -3.350 0.344  -0.104
C: -9.410 -4.484 -0.263  -0.267
C: -8.820 -5.006 -1.578  -0.187
C: -8.772 -3.935 -2.581  -0.223
N: -8.720 -3.090 -3.359  0.156
H: -8.564 -2.480 -0.312  0.071
H: -9.027 -3.030 1.290  0.072
H: -7.563 -3.665 0.537  0.085
H: -10.432 -4.138 -0.431  0.108
H: -9.465 -5.309 0.450  0.105
H: -9.428 -5.823 -1.969  0.113
H: -7.809 -5.383 -1.419  0.122
C: 5.892 -3.116 4.984  -0.103
C: 7.080 -2.159 4.936  -0.267
C: 7.063 -1.257 3.698  -0.184
C: 7.117 -2.064 2.475  -0.235
N: 7.137 -2.703 1.520  0.162
H: 5.897 -3.804 4.138  0.075
H: 5.926 -3.718 5.893  0.070
H: 4.947 -2.571 4.973  0.082
H: 8.007 -2.736 4.958  0.107
H: 7.072 -1.531 5.830  0.104
H: 7.918 -0.579 3.708  0.113
H: 6.153 -0.653 3.678  0.122

Summary:
HOMO-LUMO gap	6.57	eV
E_tot	-5422.3019	a.u.
charge	-1
maximum force	3.0	eV Å⁻¹
highest occupied orbital energy	-4.36	eV